1.
C38H38Cl7Ge2O5V as an isolated structure. Source: OMol25; level of theory: ωB97M-V with the def2-TZVPD basis set.

CARTESIAN COORDINATES (ANGSTROEM)
Ge (-1.674, -0.171, -0.111)
Ge (-0.552, -2.740, 0.351)
V (0.972, -0.594, 0.339)
Cl (4.385, 2.876, -0.311)
Cl (3.672, 5.645, 0.916)
Cl (2.230, -4.781, 2.039)
Cl (0.767, 0.504, 2.829)
Cl (7.427, -3.567, 2.491)
Cl (-0.002, 3.268, 4.078)
Cl (1.462, 5.858, 3.107)
O (1.892, -1.928, 1.286)
O (1.697, -0.890, -1.499)
O (0.534, 1.284, -0.300)
O (1.281, 5.460, -2.367)
O (2.847, 0.626, 0.802)
C (-3.720, 1.676, 1.021)
C (-1.764, -2.307, 3.004)
C (2.577, 1.828, 1.377)
C (-7.292, -1.184, -0.575)
C (-2.130, 1.812, -2.304)
C (2.884, 4.224, 1.486)
C (0.521, 6.090, -1.350)
C (1.594, 1.941, 2.356)
C (2.124, -0.069, -2.341)
C (4.078, 0.100, 1.423)
C (5.775, -3.065, 2.167)
C (2.377, 2.183, -3.317)
C (1.897, 4.320, 2.459)
C (-0.703, -3.140, 2.289)
C (1.854, 1.338, -2.304)
C (2.957, -0.661, -3.449)
C (1.416, 4.116, -2.292)
C (0.405, -4.071, -0.743)
C (3.216, 2.985, 0.941)
C (-0.130, -5.488, -0.552)
C (4.212, -1.282, 1.592)
C (-5.063, -0.574, -1.248)
C (-1.652, 0.387, -2.029)
C (-4.511, -1.449, -0.311)
C (3.485, -3.564, 1.949)
C (3.162, -2.259, 1.596)
C (5.532, -1.757, 1.844)
C (-6.760, -2.054, 0.366)
C (0.874, 3.344, -1.298)
C (-2.234, 1.323, 1.074)
C (2.176, 3.529, -3.330)
C (-5.384, -2.186, 0.494)
C (-6.436, -0.449, -1.384)
C (-2.450, -2.801, -0.164)
C (1.074, 1.938, -1.272)
C (1.244, 3.168, 2.895)
C (4.771, -4.012, 2.247)
C (-3.047, -1.605, -0.156)
H (-6.843, 0.229, -2.125)
H (-3.956, 2.498, 1.704)
H (0.290, 3.760, -0.489)
H (-1.631, 2.533, -1.655)
H (-3.041, -3.709, -0.314)
H (-0.635, 0.263, -2.400)
H (-1.576, -1.234, 2.890)
H (6.351, -1.050, 1.808)
H (-1.779, -2.521, 4.076)
H (2.496, -0.483, -4.422)
H (-1.197, -5.549, -0.779)
H (-4.963, -2.861, 1.229)
H (-7.417, -2.630, 1.006)
H (4.961, -5.039, 2.510)
H (3.042, -1.730, -3.277)
H (-1.927, 2.113, -3.336)
H (-4.402, 0.010, -1.876)
H (-1.615, 2.186, 0.818)
H (-4.030, 1.984, 0.020)
H (-0.504, 5.710, -1.335)
H (-3.205, 1.918, -2.139)
H (0.384, -6.205, -1.198)
H (0.276, -3.749, -1.781)
H (4.927, 0.652, 1.043)
H (0.008, -5.824, 0.478)
H (-2.264, -0.342, -2.568)
H (1.467, -4.015, -0.516)
H (0.978, 5.945, -0.369)
H (0.274, -2.978, 2.734)
H (0.515, 7.149, -1.593)
H (2.589, 4.161, -4.103)
H (-0.927, -4.206, 2.391)
H (-2.765, -2.488, 2.611)
H (3.953, -0.218, -3.459)
H (2.968, 1.748, -4.112)
H (-4.344, 0.828, 1.302)
H (-8.365, -1.078, -0.677)
H (-1.960, 1.048, 2.095)

Calculated values
LUMO level (alpha / beta): 0.0733 / 0.0731 Ha
E_HOMO (alpha / beta): -3.0003 / -3.0511 eV
2S+1: 2
Kohn-Sham gap (alpha / beta): 0.1836 / 0.1852 Eh
Net charge: -1

Here are the Mulliken charges for atoms 1 to 8, given in e: 0.968 1.302 -0.035 -0.134 -0.149 -0.247 -0.069 -0.283

***

2.
A single C22H31N3O2 molecule. Source: OMol25; level of theory: ωB97M-V with the def2-TZVPD basis set.

CARTESIAN COORDINATES (ANGSTROEM)
O (0.782, 2.135, 0.731)
O (1.189, -0.188, -2.609)
N (-3.094, -0.080, -1.950)
N (2.046, 0.297, 1.170)
N (1.047, -1.433, -0.720)
C (-0.132, -0.874, 1.443)
C (3.109, 3.297, -0.598)
C (-4.241, 0.802, -1.929)
C (-4.411, -2.178, -2.345)
C (2.790, 2.013, -0.460)
C (3.730, 1.551, -1.572)
C (-3.136, -1.443, -2.132)
C (-1.446, -0.556, 3.585)
C (-1.433, 1.765, -1.626)
C (1.782, 1.469, 0.508)
C (4.079, 3.067, -1.728)
C (3.004, -0.652, 0.640)
C (-0.998, -0.775, -1.884)
C (-1.850, -1.903, -2.091)
C (-1.794, 0.337, -1.810)
C (-1.058, -1.516, 2.471)
C (0.710, 0.689, 3.270)
C (0.254, -1.918, 0.401)
C (2.487, -1.463, -0.576)
C (0.493, -0.766, -1.787)
C (1.082, -0.260, 2.136)
C (-0.204, -0.006, 4.274)
H (-0.669, -0.068, 0.929)
H (-0.554, -2.387, 2.912)
H (0.327, -0.825, 4.774)
H (0.822, -2.731, 0.871)
H (3.274, -1.323, 1.455)
H (3.920, -0.134, 0.364)
H (5.121, 3.331, -1.540)
H (-4.976, -1.787, -3.195)
H (0.217, 1.575, 2.881)
H (1.624, -1.088, 2.617)
H (-5.128, 0.238, -1.651)
H (1.629, 1.024, 3.760)
H (-2.025, 0.274, 3.165)
H (-4.413, 1.264, -2.904)
H (-0.358, 1.889, -1.728)
H (-1.543, -2.929, -2.222)
H (-4.192, -3.225, -2.547)
H (4.577, 0.937, -1.264)
H (-1.916, 2.398, -2.375)
H (-5.063, -2.139, -1.467)
H (-2.092, -1.060, 4.308)
H (3.246, 1.082, -2.426)
H (3.775, 3.501, -2.682)
H (-1.706, 2.141, -0.636)
H (-0.486, 0.706, 5.053)
H (-0.662, -2.368, 0.021)
H (2.911, -1.079, -1.497)
H (2.815, -2.504, -0.466)
H (-1.946, -1.902, 1.960)
H (2.772, 4.190, -0.089)
H (-4.089, 1.589, -1.193)

Calculated values
LUMO level: 0.0280 Ha
E_HOMO: -7.7993 eV
SMILES string: Cc1cc(C(=O)N2CCN(C(=O)C3=CCC3)[C@H]3CCCC[C@@H]3C2)c(C)n1C
Kohn-Sham gap: 0.3146 Eh

Here are the Mulliken charges for atoms 1 to 8, given in e: -0.640 -0.665 0.200 0.266 0.365 2.612 -0.727 -1.170

***

3.
C3H8O2P as an isolated structure. Source: OMol25; level of theory: ωB97M-V with the def2-TZVPD basis set.

CARTESIAN COORDINATES (ANGSTROEM)
P (0.419, -0.141, 1.762)
O (-0.096, 0.643, 2.913)
O (1.724, -0.877, 1.911)
C (-1.253, -1.649, 0.863)
C (0.515, 1.068, 0.374)
C (1.563, 0.718, -0.659)
H (2.460, 1.177, -0.348)
H (1.841, -0.253, -1.024)
H (1.388, 1.146, -1.614)
H (-0.573, 1.100, 0.076)
H (-0.635, -2.445, 0.361)
H (-1.681, -2.107, 1.757)
H (0.832, 2.065, 0.788)
H (-2.075, -1.113, 0.163)

Calculated values
LUMO level (alpha / beta): 0.1546 / 0.0742 Ha
E_HOMO (alpha / beta): 0.0619 / -5.2132 eV
2S+1: 3
Kohn-Sham gap (alpha / beta): 0.1523 / 0.2658 Eh
Net charge: -1

Here are the Mulliken charges for atoms 1 to 8, given in e: 0.579 -0.584 -0.620 -1.421 -0.536 -1.217 0.300 0.390

***

4.
A single C5H8O molecule. Source: OMol25; level of theory: ωB97M-V with the def2-TZVPD basis set.

CARTESIAN COORDINATES (ANGSTROEM)
O (0.577, 0.497, 1.351)
C (0.170, -0.761, -0.764)
C (-0.975, -2.264, 1.105)
C (-0.496, -1.645, 0.191)
C (-0.195, 1.747, -0.483)
C (0.645, 0.555, -0.059)
H (-0.061, 1.964, -1.548)
H (0.105, 2.627, 0.093)
H (0.721, -0.414, 1.642)
H (-1.255, 1.551, -0.291)
H (1.023, -1.283, -1.213)
H (-0.519, -0.520, -1.583)
H (-1.429, -2.783, 1.919)
H (1.689, 0.728, -0.360)

Calculated values
LUMO level: 0.0359 Ha
E_HOMO: -10.0119 eV
SMILES string: C#CC[C@@H](C)O
Kohn-Sham gap: 0.4039 Eh

Here are the Mulliken charges for atoms 1 to 8, given in e: -0.549 -0.800 0.142 -0.474 -1.388 0.544 0.374 0.353